i:
Molecular formula: C3H12N2O2
Method: DFT, ωB97M-V/def2-TZVPD

XYZ file:
```
19
Properties=species:S:1:pos:R:3
O -2.546 -1.854 -0.913
O 2.596 -2.002 -4.572
N 0.477 1.969 2.147
N -1.885 1.334 0.162
C 1.159 -0.304 1.538
C 0.303 0.889 1.293
C -0.434 0.989 0.152
H 1.681 -1.773 -4.740
H 0.017 2.824 1.896
H -2.091 2.226 -0.283
H -3.329 -1.711 -0.370
H -1.995 1.506 1.158
H 1.319 2.134 2.663
H -0.299 0.274 -0.651
H 2.644 -2.702 -3.910
H 2.172 -0.061 1.868
H 1.340 -0.813 0.593
H -1.853 -1.876 -0.242
H 0.724 -1.046 2.209
```

Computed properties:
gap between HOMO and LUMO	8.040	eV
2S+1	1
SMILES	C/C(N)=C/N.O.O

ii:
Molecular formula: C3H12N2O2
Method: DFT, ωB97M-V/def2-TZVPD

XYZ file:
```
19
Properties=species:S:1:pos:R:3
O 1.060 0.701 -1.729
O 3.257 2.451 -0.145
N -0.899 -1.269 0.762
N -0.576 -2.188 -1.397
C -0.683 -2.264 -0.104
C -1.241 1.075 1.590
C -1.329 0.090 0.438
H -2.335 0.080 0.009
H 1.937 0.584 -2.069
H -0.656 -3.277 0.317
H -0.709 0.361 -0.398
H 3.992 2.687 -0.712
H -0.602 0.705 2.387
H 2.789 1.693 -0.504
H -0.860 -3.101 -1.737
H -2.226 1.342 1.962
H 0.697 -0.195 -1.657
H -0.812 2.004 1.243
H -0.804 -1.479 1.742
```

Computed properties:
gap between HOMO and LUMO	9.639	eV
2S+1	1
SMILES	[H]/N=C/NCC.O.O

iii:
Molecular formula: C3H12N2O2
Method: DFT, ωB97M-V/def2-TZVPD

XYZ file:
```
19
Properties=species:S:1:pos:R:3
O -4.438 -2.501 2.740
O 2.106 -1.237 0.147
N 0.095 2.538 0.153
N 0.821 -0.361 -2.084
C 1.177 -0.192 0.380
C 0.454 0.360 -0.872
C 0.619 1.861 -1.044
H 0.425 -0.531 1.111
H -4.269 -3.039 3.523
H 0.296 -1.232 -2.139
H 0.520 0.183 -2.884
H 1.668 2.127 -1.190
H -0.620 0.248 -0.651
H 1.715 0.553 0.976
H 0.016 3.548 -0.012
H -4.080 -1.644 3.017
H 1.622 -2.041 -0.055
H 0.788 2.494 0.903
H 0.038 2.199 -1.903
```

Computed properties:
gap between HOMO and LUMO	10.022	eV
2S+1	1
SMILES	NC[C@@H](N)CO.O

iv:
Molecular formula: C3H12N2O2
Method: DFT, ωB97M-V/def2-TZVPD

XYZ file:
```
19
Properties=species:S:1:pos:R:3
O 0.822 -3.104 0.194
O -1.402 -1.020 1.147
N 0.123 -0.399 -0.603
N -0.122 2.884 0.042
C 0.902 2.014 -0.523
C -1.262 -0.565 -0.231
C 0.874 0.606 0.099
H 0.175 -0.230 -1.596
H -0.499 -1.295 1.372
H -1.018 2.850 -0.420
H 0.738 0.784 1.166
H 1.877 2.494 -0.422
H 1.942 0.320 0.207
H 0.498 -3.689 -0.485
H 0.163 3.849 -0.018
H 0.932 2.001 -1.633
H -1.675 -1.379 -0.835
H 0.916 -2.272 -0.270
H -1.888 0.330 -0.187
```

Computed properties:
gap between HOMO and LUMO	10.047	eV
2S+1	1
SMILES	NCCNCO.O

List of relative energies, unit kcal/mol: i 27.9; ii 0.0; iii 7.3; iv 11.6

i:
Molecular formula: C3H12N2O2
Method: DFT, ωB97M-V/def2-TZVPD

XYZ file:
```
19
Properties=species:S:1:pos:R:3
O -0.535 2.065 -0.769
O 1.737 -0.087 1.287
N 1.537 -0.603 -1.024
N -1.129 -1.701 -0.134
C 1.636 0.438 -0.014
C -1.599 1.718 -0.242
C -1.230 -0.724 0.918
H -0.593 0.234 0.647
H -0.597 -1.031 1.752
H 1.199 -0.218 -1.897
H 2.540 1.058 -0.185
H 2.420 -1.074 -1.197
H 0.762 1.244 -0.210
H 2.378 -0.806 1.302
H -0.191 -1.683 -0.527
H -1.786 -1.506 -0.881
H -2.262 -0.650 1.260
H -1.916 2.149 0.719
H -2.372 1.177 -0.805
```

Computed properties:
gap between HOMO and LUMO	9.215	eV
2S+1	1
SMILES	C=O.NCO.CN

ii:
Molecular formula: C3H12N2O2
Method: DFT, ωB97M-V/def2-TZVPD

XYZ file:
```
19
Properties=species:S:1:pos:R:3
O -1.271 0.939 -2.747
O -0.297 -0.183 2.631
N 0.532 -0.954 0.131
N 2.090 0.957 -0.174
C -1.290 -0.497 1.689
C -0.735 -0.229 0.316
C 1.509 -0.285 -0.712
H 2.412 -0.902 -0.863
H 3.052 1.028 -0.511
H -0.631 0.828 0.046
H -2.254 -0.008 1.880
H -1.472 -0.536 -0.418
H -2.169 0.606 -2.846
H 1.617 1.830 -0.458
H 0.951 -0.979 1.053
H -0.680 -0.117 3.510
H -1.582 -1.582 1.688
H 0.988 -0.046 -1.624
H -0.769 0.131 -2.589
```

Computed properties:
gap between HOMO and LUMO	9.714	eV
2S+1	1
SMILES	NCNCCO.O

iii:
Molecular formula: C3H12N2O2
Method: DFT, ωB97M-V/def2-TZVPD

XYZ file:
```
19
Properties=species:S:1:pos:R:3
O -0.972 -1.292 -2.022
O 0.673 -1.459 -0.017
N 0.562 1.116 -1.358
N 0.618 1.103 1.235
C 0.663 -0.113 1.949
C 0.050 -1.278 1.165
C -0.774 1.636 -1.198
H 0.081 -2.155 1.706
H 1.548 1.559 1.301
H 0.975 1.094 -0.437
H -1.064 -0.969 0.875
H -0.917 2.692 -1.051
H -1.484 1.161 -2.038
H -1.368 1.165 -0.372
H 1.671 -0.533 2.230
H 0.267 -0.176 2.935
H -0.852 -2.097 -2.554
H -0.043 -1.576 -0.743
H 0.368 0.119 -1.606
```

Computed properties:
gap between HOMO and LUMO	4.202	eV
2S+1	1

List of relative energies, unit kcal/mol: i 41.1; ii 0.0; iii 162.2

i:
Molecular formula: C3H12O4
Method: DFT, ωB97M-V/def2-TZVPD

XYZ file:
```
19
Properties=species:S:1:pos:R:3
O 0.129 0.521 -0.201
O -0.526 0.803 2.293
O 0.889 -1.959 1.894
O 2.823 0.077 1.114
C -0.477 -0.103 -1.294
C -2.055 0.240 -3.150
C -1.293 0.768 -1.987
H -1.119 1.839 -1.816
H -2.069 -0.835 -3.284
H 0.370 -1.290 2.314
H -1.847 0.732 -4.089
H -1.490 0.968 2.149
H 1.936 0.001 1.611
H -0.228 0.808 1.363
H -3.190 0.574 -2.831
H 3.371 -0.394 1.808
H -0.798 -1.246 -1.187
H 1.165 0.599 -0.176
H 0.324 -2.726 1.920
```

Computed properties:
gap between HOMO and LUMO	9.875	eV
2S+1	1
SMILES	C/C=C/O.O.O.O

ii:
Molecular formula: C3H12O4
Method: DFT, ωB97M-V/def2-TZVPD

XYZ file:
```
19
Properties=species:S:1:pos:R:3
O -0.198 4.754 5.652
O -0.064 -2.757 -2.369
O 3.712 2.041 -0.293
O -3.880 -2.339 -2.180
C -0.672 -0.970 -0.830
C -0.293 -1.596 -2.179
C 0.508 -1.199 0.104
H 0.545 -2.125 0.680
H 4.516 1.517 -0.174
H -1.694 -1.277 -0.647
H 1.513 -1.075 -0.306
H -3.219 -2.806 -1.623
H -0.040 -0.835 -2.949
H 0.491 -0.475 0.926
H 3.970 2.758 -0.864
H -0.713 4.437 4.922
H 0.740 4.711 5.508
H -0.598 0.107 -0.992
H -4.626 -2.870 -2.386
```

Computed properties:
gap between HOMO and LUMO	10.300	eV
2S+1	1
SMILES	CCC=O.O.O.O

iii:
Molecular formula: C3H12O4
Method: DFT, ωB97M-V/def2-TZVPD

XYZ file:
```
19
Properties=species:S:1:pos:R:3
O -1.834 1.867 -0.819
O -0.294 -0.504 -0.631
O 2.913 3.443 -2.247
O 2.389 -1.074 -1.777
C -0.962 -1.682 2.784
C -1.576 -1.171 1.504
C -0.795 -1.400 0.337
H 2.307 2.714 -1.877
H -0.231 -2.347 0.347
H -2.639 2.331 -0.663
H -1.037 2.476 -0.713
H -1.513 -1.408 3.674
H 1.927 -0.878 -2.602
H 3.896 3.352 -2.093
H 1.626 -1.122 -1.189
H -0.006 -1.201 2.857
H -0.647 -2.678 2.717
H -1.066 -0.252 -1.408
H -2.459 -0.466 1.799
```

Computed properties:
gap between HOMO and LUMO	8.778	eV
2S+1	1
SMILES	C/C=C/O.O.O.O

List of relative energies, unit kcal/mol: i 19.0; ii 0.0; iii 50.4

i:
Molecular formula: C4H6N4
Method: DFT, ωB97M-V/def2-TZVPD

XYZ file:
```
14
Properties=species:S:1:pos:R:3
N -1.062 1.629 0.050
N 1.139 -1.239 -0.401
N 0.644 -1.584 0.639
N 0.377 0.183 -2.236
C -0.340 -0.407 1.205
C -0.822 -0.533 2.436
C 0.853 0.092 -0.902
C -0.314 0.645 0.252
H -0.960 2.039 -0.879
H 1.090 -0.008 -2.929
H 1.761 0.691 -0.778
H -1.403 0.263 2.877
H -0.533 -1.361 3.065
H -0.428 -0.409 -2.397
```

Computed properties:
gap between HOMO and LUMO	8.717	eV
2S+1	1
SMILES	[H]/N=C1/C(=C)N=N[C@H]1N

ii:
Molecular formula: C4H6N4
Method: DFT, ωB97M-V/def2-TZVPD

XYZ file:
```
14
Properties=species:S:1:pos:R:3
N -1.367 -0.094 -0.622
N -0.400 -1.976 0.399
N 0.113 0.244 1.317
N 1.556 0.680 -1.335
C 1.818 0.143 -0.218
C -0.448 -0.725 0.215
C -2.334 0.601 -0.226
C 1.233 0.719 1.037
H 1.860 1.231 1.761
H 1.902 0.184 -2.154
H -2.901 1.163 -0.959
H 2.659 -0.524 0.030
H -2.536 0.831 0.823
H -1.153 -2.477 -0.066
```

Computed properties:
gap between HOMO and LUMO	10.102	eV
2S+1	1
SMILES	[H]/N=C/C=N/C(N=C)=N/[H]

List of relative energies, unit kcal/mol: i 0.0; ii 10.6